Molecular formula: H6O3
Method: DFT, ωB97M-V/def2-TZVPD

```
9
Properties=species:S:1:pos:R:3:forces:R:3
H 0.256 -0.653 -0.108 0.3 -0.4 -0.2
H -1.376 -0.811 -0.691 -0.5 0.3 0.0
O 0.866 0.016 0.202 4.0 -1.4 1.1
H -0.536 -1.952 -1.226 0.1 -0.4 -0.3
H 1.317 -0.394 0.940 0.4 0.4 0.2
O -0.674 -1.414 -0.446 -3.0 -2.7 -1.2
O 0.121 2.083 0.278 -1.6 3.9 0.0
H 0.419 1.222 -0.016 0.4 0.2 0.2
H -0.392 1.903 1.067 0.0 0.1 0.1
```
Forces are in eV/Å.

Output
E_HOMO   -9.583 eV
Orbital gap   9.8 eV
Energy relative to the best compared isomer or geometry (same formula, charge and spin)   47.7 kcal/mol
LUMO   0.2 eV